The following is a DFT calculation (the ωB97M-V functional and the def2-TZVPD basis) of C42H52BCl2F3MoN7O2S4 as an isolated structure.

total energy: -137974.32163 eV
ΔE to the lowest compared entry with this formula, charge and spin: 0.000 eV
HOMO level (spin up / spin down): -16.1 / -16.2 eV
net charge: +3
gap between HOMO and LUMO (spin up / spin down): 7.05 / 6.25 eV
E_LUMO (spin up / spin down): -9.1 / -9.9 eV
multiplicity: 3

```
114
Properties=species:S:1:pos:R:3:lowdin_spin:R:1
C -4.5978 -0.3104 1.7257 0.001
C 1.2693 -2.1650 -3.9205 0.000
C -6.3681 3.0942 -3.0268 0.000
H -1.2873 -3.9222 4.4071 0.000
C 3.6325 -0.0690 1.7280 0.009
C 2.5310 1.9608 2.5195 0.003
H -5.2489 1.3866 -2.3397 0.000
H 2.1781 -5.8213 -0.8931 0.000
H 4.4692 -1.9058 3.5686 0.000
H 2.2812 4.0811 2.5417 0.000
C 0.5898 -1.1524 -1.6953 0.011
H 6.2429 0.7880 1.5928 0.000
C -0.5372 -5.7697 -0.3996 0.000
H 1.6912 3.2733 3.9865 0.000
N 0.3195 -2.5099 0.2456 0.003
H 1.5239 -3.1316 -4.3473 0.000
C 2.4887 3.2687 3.2415 0.001
H 1.8713 -6.5805 0.6588 0.000
Cl -2.2011 4.4166 0.0865 0.001
H 5.7390 0.2021 -0.0010 0.000
C 0.5498 -4.9219 0.2802 0.000
C -1.5277 5.9185 0.8223 0.000
C 4.6186 -2.1876 0.8261 0.000
H 1.2181 -4.3903 -2.3512 0.000
H 2.1084 -1.4834 -4.0713 0.000
H 5.5000 -0.4721 3.7122 0.000
H -0.3234 -5.9398 -1.4561 0.000
H -1.2175 0.0837 6.0579 0.000
H 5.5276 -2.7876 0.8029 0.000
N -0.4886 -0.9743 2.8562 0.001
H -0.1747 2.9828 -4.2869 0.000
C 5.2650 -1.3346 3.0869 0.000
H -1.6721 3.5502 -2.5720 0.003
C 6.0004 -0.1043 1.0134 0.001
C -0.0735 2.4719 -6.3699 0.000
F 4.0763 3.5392 -1.2020 0.000
H -0.2266 1.8210 -8.4040 0.000
S -0.0417 2.4036 1.5102 0.062
C 1.7408 3.3496 -1.3580 0.021
C -1.6274 -0.9246 6.1397 0.000
H 0.4166 -1.7573 -4.4677 0.000
C -2.1077 -0.2286 1.2762 0.011
H 0.1647 -5.7138 2.2366 0.000
C -3.1801 -0.5599 2.1331 0.004
H 0.9291 -0.9617 5.1038 0.000
H 3.4324 3.4689 3.7427 0.000
S -2.2455 0.4990 -0.2906 0.084
H -2.3301 0.5730 -8.0448 0.000
B 0.2070 -0.2639 0.6551 0.031
C 1.9124 -5.6199 0.1457 0.000
C -1.8627 1.0979 -7.2230 0.000
O 0.6086 3.7292 -1.7649 0.011
H 0.6944 -2.3516 6.1681 0.000
N 0.3398 -1.3236 -0.4008 0.017
Mo -0.3767 2.0245 -0.9226 1.623
O 1.8074 2.2655 -0.7308 -0.003
C 0.9468 -2.2971 -2.4650 0.003
H 4.3449 -1.9414 -0.2013 0.000
C -4.0801 2.7044 -3.5789 -0.001
C 3.0033 4.1895 -1.6296 0.001
C -6.3298 4.2562 -3.7851 0.000
H -3.1254 4.1400 -4.8850 0.000
H -0.5864 -6.7440 0.0858 0.000
H 3.8194 -2.7889 1.2625 0.000
C -4.0248 3.8625 -4.3496 0.000
C 4.8751 -0.9310 1.6552 0.001
C -1.4468 -1.2819 3.6965 0.006
C -5.1654 4.6409 -4.4431 0.000
Cl 0.2169 6.0267 0.6960 0.001
H -1.9699 6.7469 0.2829 0.000
H 2.7094 -5.0288 0.5990 0.000
N -1.6938 2.5585 -2.3334 -0.005
H -3.5800 -1.3581 4.0520 0.000
C 0.6122 -3.5855 -0.4315 0.004
H 4.5321 1.4426 2.9854 0.000
H -7.2199 4.8642 -3.8763 0.000
H -4.7526 0.7519 1.5266 0.001
C -1.6774 -3.2507 5.1742 0.000
S 0.4094 0.3734 -2.4809 0.031
H -0.7525 -4.2435 1.8888 0.000
C -5.2345 2.3034 -2.9165 0.001
C -0.6508 2.4580 -5.1057 0.000
H 0.8866 -2.5964 4.4284 0.000
C -0.6788 1.7995 -7.4217 0.000
C 0.9584 -3.4906 -1.8085 -0.001
H 6.9033 -0.7124 0.9618 0.000
F 2.9012 5.3465 -0.9812 0.001
S -2.6559 1.6871 -3.3585 0.008
H -1.4209 -3.6658 6.1486 0.000
C 0.4561 -1.9415 5.1874 0.000
N -0.8709 -0.4914 1.6708 0.016
N 1.4813 0.3204 1.1746 0.027
C 0.2133 -4.7354 1.7593 0.000
H -4.8347 -0.8553 0.8102 0.000
C 1.4199 1.5098 1.7790 0.013
C 3.6276 1.1445 2.4707 -0.001
C -2.4530 1.0703 -5.9706 0.001
H -5.2884 -0.6238 2.5042 0.000
C -1.0621 -1.8470 5.0478 0.001
H 0.9729 -4.1398 2.2686 0.000
N 2.5591 -0.4678 1.0917 -0.003
F 3.1044 4.4166 -2.9323 0.001
H -5.1512 5.5411 -5.0421 0.000
H 6.1564 -1.9602 3.0499 0.000
H -7.2828 2.7961 -2.5332 0.000
H -1.5179 -5.2975 -0.3166 0.000
C -1.8366 1.7616 -4.9341 0.001
H -1.8151 5.9156 1.8662 0.000
C -2.8118 -1.0910 3.3378 -0.003
H -1.3553 -1.3216 7.1172 0.000
H -2.7160 -0.8607 6.1055 0.000
H -3.3791 0.5304 -5.8118 0.000
H 0.8475 3.0163 -6.5280 0.000
H -2.7661 -3.2370 5.1043 0.000
```